No. 1
{"formula": "C4H7ClN2", "method": "ωB97M-V/def2-TZVPD", "species": ["C", "C", "C", "C", "H", "H", "H", "H", "H", "H", "H", "N", "N", "Cl"], "positions_angstrom": [[-0.8582, -0.6384, -0.5067], [0.2155, -0.2904, 0.5878], [1.5618, -1.1264, 0.3756], [0.7187, 1.1334, 0.3880], [-0.5875, 0.0213, -1.4470], [-1.0426, -1.6598, -0.8202], [-0.2029, -0.2211, 1.5408], [1.9940, -1.2033, 1.4605], [1.2405, -1.9907, -0.0752], [3.1559, -0.3430, -0.5922], [0.0544, 1.9889, 0.5205], [2.2133, -0.1919, -0.5026], [1.8398, 1.1703, -0.2796], [-2.5183, 0.1229, -0.0106]], "forces_ev_per_angstrom": [[0.08, 3.39, -1.16], [0.44, 0.09, -1.73], [-1.80, 3.94, 3.48], [1.13, -0.72, -2.12], [-0.53, -1.66, 1.68], [0.10, -0.11, 0.47], [-0.82, -1.14, 1.71], [-0.20, -0.31, -2.03], [0.13, -2.42, -0.90], [2.64, 0.25, -0.34], [0.62, 0.00, 0.11], [-1.87, 0.81, -0.15], [-1.17, -1.31, 1.25], [1.25, -0.79, -0.27]], "de_lowest_kj_mol": 257.2, "orbital_gap_ha": 0.3610, "spin_multiplicity": 1, "lumo_ev": 0.87, "smiles": "ClC[C@@H]1C=NNC1", "e_tot_ha": -726.2426, "charge": 0}


No. 2
{"formula": "C19H26N2O3S", "method": "ωB97M-V/def2-TZVPD", "species": ["C", "H", "C", "C", "O", "C", "C", "C", "C", "C", "C", "O", "C", "H", "H", "H", "H", "C", "O", "N", "H", "C", "H", "H", "C", "C", "C", "C", "C", "S", "H", "H", "H", "N", "C", "H", "H", "H", "C", "H", "H", "H", "H", "H", "H", "H", "H", "H", "H", "H", "H"], "positions_angstrom": [[-7.6077, -0.5442, -0.9241], [-8.3627, 0.2073, -0.7039], [-6.2293, 0.0936, -1.0257], [-5.8418, 0.7797, 0.2843], [-4.6054, 1.4648, 0.1941], [-3.4333, 0.8069, -0.0118], [-2.4234, 1.5992, -0.5559], [-1.1526, 1.1182, -0.7920], [-0.8593, -0.2060, -0.4926], [-1.8614, -1.0113, 0.0419], [-3.1353, -0.5351, 0.3048], [-4.1183, -1.3110, 0.8638], [-3.8531, -2.6753, 1.0859], [-4.7824, -3.0910, 1.4736], [-3.5835, -3.1900, 0.1588], [-3.0585, -2.8161, 1.8247], [-1.5962, -2.0349, 0.2528], [0.4626, -0.8504, -0.7247], [0.5924, -2.0610, -0.7857], [1.5050, 0.0010, -0.8899], [1.4108, 0.9703, -0.6283], [2.8646, -0.4619, -0.9785], [3.3254, -0.0847, -1.8976], [2.8408, -1.5533, -1.0214], [3.6640, -0.0012, 0.2524], [5.0974, -0.4285, 0.1767], [5.9029, -0.7966, 1.2114], [7.2271, -1.0897, 0.8144], [7.4136, -0.9378, -0.5196], [5.9776, -0.4345, -1.3192], [8.3057, -1.0905, -1.0935], [7.9994, -1.4007, 1.4949], [5.5595, -0.8689, 2.2285], [3.4724, 1.4415, 0.4453], [3.7172, 1.8607, 1.8091], [3.0956, 1.2755, 2.4854], [3.4392, 2.9098, 1.9050], [4.7697, 1.7521, 2.1098], [4.1995, 2.2795, -0.4883], [3.8113, 3.2953, -0.4093], [5.2800, 2.3080, -0.2890], [4.0429, 1.9293, -1.5054], [3.2157, -0.4808, 1.1316], [-0.4195, 1.7709, -1.2398], [-2.6784, 2.6206, -0.7914], [-5.8347, 0.0565, 1.1040], [-6.5603, 1.5717, 0.5166], [-6.2159, 0.8340, -1.8287], [-5.4870, -0.6707, -1.2618], [-7.6231, -1.2888, -0.1316], [-7.8695, -1.0314, -1.8600]], "forces_ev_per_angstrom": [[0.23, 0.09, -0.03], [-0.14, 0.04, 0.02], [0.07, 0.16, 0.26], [-0.56, -0.31, -0.20], [0.40, 0.02, 0.15], [0.17, 0.07, -0.10], [-0.22, -0.09, 0.11], [0.07, -0.23, 0.06], [-0.41, 0.02, 0.09], [0.07, -0.01, -0.01], [-0.09, 0.02, 0.00], [0.07, 0.50, -0.13], [0.04, -0.24, 0.06], [0.09, -0.02, -0.02], [0.01, 0.02, 0.03], [-0.02, 0.00, -0.05], [-0.02, -0.10, 0.02], [0.14, 0.10, -0.18], [-0.06, -0.22, 0.10], [0.13, 0.25, -0.05], [-0.10, -0.08, 0.10], [0.07, -0.16, 0.20], [0.01, -0.09, 0.02], [0.09, 0.16, -0.05], [-0.28, -0.02, -0.19], [0.13, -0.01, -0.20], [-0.18, 0.04, -0.12], [0.19, -0.02, -0.08], [-0.20, 0.11, -0.27], [0.11, -0.18, 0.55], [0.22, -0.06, -0.07], [0.16, -0.06, 0.08], [-0.13, 0.00, 0.17], [-0.10, -0.03, 0.02], [-0.03, 0.01, 0.00], [-0.01, 0.00, 0.08], [0.02, 0.04, 0.08], [0.03, 0.01, 0.01], [-0.02, 0.09, 0.09], [0.02, 0.04, -0.06], [0.00, -0.02, -0.04], [0.03, 0.05, -0.12], [0.05, 0.02, -0.13], [0.07, 0.07, -0.05], [-0.05, 0.10, -0.03], [-0.04, 0.17, -0.09], [0.05, -0.12, -0.02], [0.06, 0.00, -0.01], [0.05, 0.02, -0.04], [-0.08, -0.11, 0.08], [-0.10, -0.06, -0.03]], "de_lowest_kj_mol": 201.3, "orbital_gap_ha": 0.3268, "spin_multiplicity": 1, "lumo_ev": 0.70, "smiles": "CCCOc1ccc(C(=O)NC[C@@H](c2cccs2)N(C)C)cc1OC", "e_tot_ha": -1473.0008, "charge": 0}


No. 3
{"formula": "C45H117N3O15", "method": "ωB97M-V/def2-TZVPD", "species": ["C", "O", "C", "C", "N", "C", "C", "O", "C", "H", "H", "H", "H", "H", "H", "H", "H", "H", "H", "H", "H", "H", "H", "H", "C", "O", "C", "C", "N", "C", "C", "O", "C", "H", "H", "H", "H", "H", "H", "H", "H", "H", "H", "H", "H", "H", "H", "H", "C", "O", "C", "C", "N", "C", "C", "O", "C", "H", "H", "H", "H", "H", "H", "H", "H", "H", "H", "H", "H", "H", "H", "H", "C", "C", "C", "O", "H", "H", "H", "H", "H", "H", "H", "H", "C", "C", "C", "O", "H", "H", "H", "H", "H", "H", "H", "H", "C", "C", "C", "O", "H", "H", "H", "H", "H", "H", "H", "H", "C", "C", "C", "O", "H", "H", "H", "H", "H", "H", "H", "H", "C", "C", "C", "O", "H", "H", "H", "H", "H", "H", "H", "H", "C", "C", "C", "O", "H", "H", "H", "H", "H", "H", "H", "H", "C", "C", "C", "O", "H", "H", "H", "H", "H", "H", "H", "H", "C", "C", "C", "O", "H", "H", "H", "H", "H", "H", "H", "H", "C", "C", "C", "O", "H", "H", "H", "H", "H", "H", "H", "H"], "positions_angstrom": [[-0.8876, -2.6482, 7.2455], [0.1058, -2.0062, 6.5512], [-0.1957, -1.8041, 5.1644], [1.0271, -1.1657, 4.5996], [1.2924, 0.1367, 5.1935], [2.6095, 0.6021, 4.8834], [2.7931, 1.9621, 5.5757], [2.6116, 1.8104, 6.9455], [2.2331, 3.0380, 7.5328], [-1.8011, -2.0602, 7.3256], [-0.4424, -2.8153, 8.2291], [-1.0382, -3.6342, 6.7423], [-1.1105, -1.1943, 5.0705], [-0.3377, -2.7847, 4.7096], [0.8050, -0.9775, 3.5323], [1.9163, -1.8217, 4.7151], [1.1298, 0.1724, 6.1857], [2.6117, 0.7434, 3.8022], [3.4088, -0.0777, 5.1240], [2.0581, 2.6881, 5.1855], [3.7661, 2.3982, 5.4277], [2.8925, 3.8982, 7.2915], [2.0823, 2.8751, 8.5885], [1.2534, 3.2881, 7.1256], [-1.3081, -1.2573, -3.0486], [-2.1719, -1.1549, -4.1426], [-1.5240, -0.6695, -5.2772], [-0.5683, -1.6480, -6.0216], [-1.3821, -2.8330, -6.3104], [-0.6463, -3.9390, -6.8196], [0.2700, -4.6322, -5.7865], [-0.5888, -5.2355, -4.8599], [0.1408, -5.9201, -3.8191], [-0.8769, -2.2631, -3.0182], [-1.9595, -1.1281, -2.2050], [-0.4909, -0.5490, -3.0434], [-0.9220, 0.2318, -5.1090], [-2.3127, -0.3855, -5.9593], [0.3516, -1.9399, -5.5201], [-0.3380, -1.0608, -6.9212], [-1.9178, -3.1170, -5.4950], [-0.0279, -3.5924, -7.6704], [-1.3341, -4.7242, -7.1901], [0.9905, -3.9366, -5.2970], [0.9214, -5.3549, -6.3034], [0.7795, -5.2409, -3.2642], [0.7844, -6.7268, -4.1808], [-0.6638, -6.3424, -3.1934], [7.1007, 1.7704, -6.7224], [7.0226, 2.7023, -5.6981], [8.0310, 2.5982, -4.7498], [7.7151, 3.4987, -3.6038], [6.8454, 2.8375, -2.6213], [5.6440, 2.2300, -3.0320], [4.6896, 2.1530, -1.8522], [3.5604, 1.3752, -2.2435], [2.6719, 1.0393, -1.1785], [7.2213, 0.7365, -6.4211], [7.9277, 2.0294, -7.3855], [6.1819, 1.8444, -7.2752], [8.9230, 3.0298, -5.2387], [8.1488, 1.5679, -4.4343], [7.2199, 4.3586, -4.0805], [8.5294, 3.9420, -2.9938], [7.4353, 2.2335, -2.0647], [5.8313, 1.2373, -3.4655], [5.1871, 2.7960, -3.8527], [4.3648, 3.1655, -1.6036], [5.2231, 1.6840, -1.0113], [2.3393, 1.9472, -0.7071], [3.1234, 0.4043, -0.3907], [1.7864, 0.5323, -1.5779], [-4.3856, -4.2926, 4.4868], [-4.6216, -2.8055, 4.1220], [-4.9094, -1.9339, 5.3469], [-3.4473, -2.2278, 3.4786], [-5.2479, -4.6531, 5.0500], [-3.5109, -4.3423, 5.1212], [-4.2769, -4.9679, 3.6096], [-5.4005, -2.6961, 3.3525], [-5.2587, -0.9625, 4.9701], [-3.9990, -1.8079, 5.9281], [-5.6262, -2.4088, 6.0278], [-3.4039, -2.6919, 2.6119], [-2.2017, 3.0869, 3.0495], [-1.3924, 2.6776, 4.2958], [-2.2043, 1.7804, 5.1698], [-0.2000, 2.1323, 3.8203], [-3.1072, 3.6897, 3.3070], [-2.5418, 2.2491, 2.4651], [-1.5567, 3.7604, 2.4833], [-1.1877, 3.5730, 4.8852], [-2.5894, 0.9689, 4.5585], [-3.1131, 2.2715, 5.5015], [-1.6283, 1.4327, 6.0191], [0.2249, 1.4296, 4.3673], [-1.3586, -0.4831, 1.7922], [-0.3455, 0.0748, 0.7932], [-0.9531, 1.0253, -0.2045], [0.7494, 0.7046, 1.4878], [-2.2501, -0.8954, 1.2566], [-1.7042, 0.3815, 2.3840], [-0.8701, -1.1975, 2.4461], [0.1534, -0.7370, 0.2727], [-1.5018, 1.8355, 0.2887], [-1.6601, 0.4650, -0.8481], [-0.1619, 1.5288, -0.7713], [0.4091, 1.2744, 2.1889], [2.2073, 4.4754, -3.0975], [1.0444, 3.9777, -4.0112], [0.9588, 2.4655, -4.0404], [-0.2403, 4.3766, -3.4640], [2.0894, 4.0222, -2.1243], [2.0120, 5.5436, -2.9992], [3.1628, 4.2690, -3.5665], [1.1254, 4.3372, -5.0651], [1.8948, 1.9617, -4.2973], [0.1596, 2.1625, -4.7105], [0.7113, 2.1787, -3.0136], [-0.3628, 5.3330, -3.4611], [2.2859, 3.7395, 2.3045], [2.8394, 5.1235, 1.8312], [1.7145, 6.0469, 1.3600], [3.6148, 5.8013, 2.7730], [1.6345, 3.8863, 3.1694], [3.1427, 3.1213, 2.6070], [1.7335, 3.1819, 1.5162], [3.4307, 5.0156, 0.8929], [2.1614, 7.0000, 1.1071], [0.9618, 6.3078, 2.1306], [1.2292, 5.5960, 0.4602], [2.9948, 6.2817, 3.3090], [2.1987, -3.3629, 0.0375], [2.3513, -3.5874, 1.4849], [1.0247, -4.1119, 2.2203], [3.4678, -4.4479, 1.7373], [3.1565, -3.0494, -0.3987], [1.4724, -2.5778, -0.2181], [1.8322, -4.2621, -0.4796], [2.6313, -2.6522, 1.9811], [0.5779, -5.0141, 1.7752], [0.2463, -3.2955, 2.2473], [1.3027, -4.3454, 3.2533], [3.7356, -4.8722, 0.9287], [-3.1324, -5.9684, 0.3499], [-2.6149, -4.5832, 0.6641], [-1.6984, -3.9129, -0.3736], [-3.7137, -3.7463, 1.0300], [-3.7569, -5.9634, -0.5496], [-3.7453, -6.3353, 1.1693], [-2.3055, -6.6453, 0.1255], [-2.0831, -4.6071, 1.6416], [-2.2105, -3.8779, -1.3548], [-0.7801, -4.4901, -0.5248], [-1.5623, -2.8737, -0.0427], [-4.2628, -3.5033, 0.2725], [-5.0813, -0.5489, -0.5278], [-5.6967, -1.5600, -1.4648], [-5.5598, -1.0372, -2.9128], [-5.0449, -2.8623, -1.3071], [-5.1801, -0.9977, 0.4805], [-5.6708, 0.3857, -0.5741], [-4.0042, -0.4107, -0.6658], [-6.7445, -1.7714, -1.1993], [-6.0847, -1.7065, -3.6177], [-4.5562, -0.9836, -3.2744], [-6.0108, -0.0414, -2.9640], [-5.2392, -3.3984, -2.0943], [-4.3726, 3.3079, -1.5425], [-3.0910, 3.1698, -2.3835], [-3.1245, 1.8014, -3.1149], [-3.0689, 4.2186, -3.3305], [-5.3050, 2.9080, -1.9743], [-4.4411, 4.3881, -1.3829], [-4.2104, 2.8874, -0.5286], [-2.2230, 3.2929, -1.7084], [-2.2422, 1.7947, -3.7267], [-3.9897, 1.7886, -3.7600], [-3.1563, 0.9286, -2.4702], [-2.1727, 4.1716, -3.7438]], "forces_ev_per_angstrom": [[0.29, -1.36, 0.26], [0.70, 1.16, -1.00], [0.26, -0.25, 1.32], [-0.01, 0.52, -0.76], [-0.74, -0.14, -0.11], [-0.17, 1.74, -0.27], [-0.22, -0.18, -0.91], [0.00, 0.03, 1.05], [-0.58, 0.02, -0.51], [-0.28, -0.07, -0.05], [-0.50, -0.15, 0.13], [-0.55, 0.41, 0.56], [0.25, -0.13, -0.20], [-0.30, -0.08, -0.25], [0.61, -0.26, 0.23], [-0.51, 0.04, -0.16], [0.06, -0.43, 0.37], [0.39, 0.18, -0.18], [0.42, -0.53, 0.39], [0.04, -0.32, -0.08], [0.69, 0.10, -0.51], [0.07, -0.62, 0.32], [0.40, 0.09, 0.36], [-0.28, 0.31, -0.07], [-0.22, -1.11, 0.22], [0.27, 0.39, -0.41], [1.11, 0.05, -0.93], [-2.09, -0.06, 0.30], [-0.18, 0.63, -0.20], [0.98, -0.86, -0.34], [0.30, 0.52, -0.79], [0.99, -0.69, 0.88], [-1.37, 0.01, -0.34], [0.13, -0.07, 0.15], [0.07, 0.01, 0.79], [0.09, 0.54, -0.08], [-0.21, 0.13, 0.57], [-0.17, -0.09, -0.36], [0.24, 0.49, 0.40], [0.22, -0.55, -0.14], [0.13, 0.24, -0.02], [-0.27, -0.22, 0.27], [0.27, 0.40, 0.08], [-0.53, -0.10, -0.05], [-0.25, -0.23, 0.07], [-0.02, 0.34, 0.24], [-0.17, -0.03, -0.35], [0.64, 0.13, 0.03], [0.27, 0.27, -0.74], [-1.40, 0.01, 0.39], [1.77, 0.99, -0.70], [-1.25, 0.35, 1.07], [1.48, 1.71, 0.68], [-0.85, -0.67, -0.84], [-0.35, -0.65, -0.42], [-0.02, -0.49, 0.23], [0.47, -0.04, -0.11], [0.07, -0.29, 0.51], [0.19, -0.12, -0.23], [-0.39, 0.01, -0.34], [0.43, -0.73, 0.19], [0.38, -0.35, 0.06], [-0.20, -0.07, 0.41], [0.05, -0.63, -0.83], [-0.27, -0.13, 0.08], [-0.40, -0.23, 0.12], [0.08, 0.10, 0.22], [0.11, 0.06, 0.35], [-0.24, 0.16, 0.08], [-0.31, 0.51, 0.47], [0.03, 0.20, -0.44], [0.36, 0.02, -0.15], [-0.57, 0.46, -0.60], [0.84, -0.06, -0.50], [-0.15, -0.31, -0.55], [-0.40, -0.79, -0.03], [0.00, -0.06, 0.08], [0.30, -0.16, 0.13], [0.11, 0.66, 0.42], [-0.31, -0.29, 0.53], [0.04, -0.19, 0.50], [0.23, 0.13, -0.09], [-0.15, 0.25, -0.34], [0.06, 0.38, 0.38], [-0.18, 1.48, 0.94], [-1.09, 0.71, -0.49], [-0.43, -0.61, -0.25], [0.83, -0.47, -0.56], [0.63, -0.48, 0.06], [0.12, -0.37, -0.24], [-0.08, -0.20, -0.41], [0.25, 0.36, -0.06], [0.24, -0.63, 0.11], [0.04, 0.39, 0.31], [-0.03, -0.27, 0.21], [-0.28, 0.01, 0.49], [-0.47, 0.78, -0.81], [0.54, 0.19, 0.80], [-0.42, 0.13, -0.21], [0.05, -0.34, -0.32], [0.72, 0.03, 0.57], [0.02, -0.55, -0.01], [-0.35, -0.24, 0.02], [-0.05, -0.31, -0.30], [-0.08, -0.18, 0.12], [0.45, 0.55, 0.12], [-0.22, -0.32, -0.23], [-0.35, 0.24, 0.19], [-1.80, 0.27, -1.25], [0.26, -0.14, -0.05], [0.06, 0.05, 0.45], [0.28, -0.05, -0.19], [0.20, -0.25, 0.26], [0.58, 0.18, 0.15], [0.18, 0.04, 0.16], [0.13, 0.14, 0.77], [-0.08, 0.26, -0.08], [-0.07, -0.16, -0.05], [-0.11, -0.28, -0.13], [0.35, 0.01, -0.05], [0.83, 0.56, -0.33], [-1.41, -0.63, -1.65], [-0.55, -0.23, -0.25], [0.79, -0.43, 0.26], [-0.04, -0.09, -0.10], [-0.25, 0.03, 0.02], [0.31, 0.55, 0.42], [0.17, -0.32, 0.85], [0.13, 0.22, -0.44], [0.17, -0.59, -0.20], [0.11, 0.51, 0.74], [-0.23, 0.40, 0.62], [-0.46, 0.38, -1.59], [-0.91, -0.48, 1.83], [0.75, 1.00, -0.42], [-0.40, 0.01, 0.60], [-0.16, -0.13, 0.00], [0.13, -0.11, 0.30], [0.24, 0.01, 0.10], [-0.24, 0.06, -0.04], [0.30, 0.29, -0.09], [0.77, -0.76, -0.15], [-0.09, 0.03, -0.13], [0.03, -0.25, -0.44], [0.23, -0.03, -0.71], [0.21, 0.46, 1.13], [-1.15, -0.31, -0.28], [-0.06, 0.33, 0.19], [-0.03, 0.16, 0.02], [0.14, -0.11, 0.08], [-0.02, -0.14, 0.25], [0.13, -0.30, -0.64], [0.13, 0.02, 0.35], [0.04, 0.37, 0.25], [0.47, -0.34, -0.15], [0.03, -0.01, -0.42], [-0.51, -0.93, 1.37], [0.45, -0.30, -1.22], [-1.43, -0.83, 0.25], [0.07, 0.48, -0.37], [0.03, 0.58, -0.14], [0.58, -0.36, 0.06], [-0.24, 0.20, -0.39], [0.14, 0.58, -0.17], [-0.04, 0.31, 0.21], [0.92, 0.09, 0.15], [0.01, -0.16, -0.12], [0.06, 0.31, 0.39], [0.76, 0.73, 0.77], [-1.18, -1.22, 0.40], [0.50, 1.18, 0.49], [0.84, -0.01, -0.60], [0.54, 0.17, -0.06], [-0.55, -0.05, 0.05], [-0.18, -0.10, -0.59], [-0.22, -0.36, -0.28], [0.53, -0.51, -0.47], [-0.32, 0.00, -0.24], [0.09, 0.06, 0.18], [-0.84, 0.10, 0.36]], "de_lowest_kj_mol": 112.7, "orbital_gap_ha": 0.3330, "spin_multiplicity": 1, "lumo_ev": 0.49, "smiles": "COCCNCCOC.COCCNCCOC.COCCNCCOC.CC(C)O.CC(C)O.CC(C)O.CC(C)O.CC(C)O.CC(C)O.CC(C)O.CC(C)O.CC(C)O", "e_tot_ha": -3077.4182, "charge": 0}